# C38H67Cl2N9

A 10-piece molecular cluster, C38H67Cl2N9 overall in a non-equilibrium geometry (the ωB97M-V functional and the def2-TZVPD basis, OMol25).

Output
SMILES: CCCC#N.CCCC#N.CCCC#N.CCCC#N.CCCC#N.CCCC#N.CCCC#N.CCCC#N.CCCC#N.ClCCCl
Total energy, eV: -78942.507
Kohn-Sham gap, eV: 10.9
LUMO energy, Ha: -0.0057
M, g/mol: 720.92
Relative energy (zero: lowest compared OMol25 entry of this formula, charge and spin), kJ/mol: 392.2

XYZ file:
```
116
C38H67Cl2N9, DFT the ωB97M-V functional and the def2-TZVPD basis
C -18.86709 17.40251 -2.20934
C -18.47908 17.74860 -0.70831
C -19.36972 17.05421 0.42097
C -20.75495 17.68905 0.31319
N -21.76592 18.30768 0.18620
H -19.93470 17.18272 -2.20883
H -18.28397 16.54502 -2.54517
H -18.66568 18.17915 -2.94715
H -18.60984 18.82262 -0.57606
H -17.45916 17.45623 -0.45857
H -19.11381 17.43561 1.40947
H -19.52796 15.97599 0.39851
C -20.16974 7.79199 -0.53995
C -20.97403 6.57397 -0.93803
C -21.52748 5.73515 0.21646
C -21.77551 6.49728 1.44027
N -21.90061 7.05070 2.44491
H -19.81686 8.38069 -1.38671
H -19.23608 7.49375 -0.06303
H -20.71382 8.46908 0.11855
H -20.62701 5.83861 -1.66393
H -21.82529 7.00486 -1.46510
H -20.76878 5.03095 0.55790
H -22.44376 5.28758 -0.16855
C -27.13343 17.21517 2.25968
C -28.36374 16.53596 2.87236
C -29.80118 16.81257 2.35107
C -30.29945 18.05405 2.97796
N -30.71278 18.99514 3.50088
H -26.28742 16.80880 2.81395
H -27.14243 18.30469 2.22862
H -27.05726 16.89999 1.21903
H -28.35551 16.77148 3.93656
H -28.25647 15.46711 2.68757
H -30.43310 16.02054 2.75289
H -29.89300 16.69762 1.27106
C -31.82317 10.38128 -4.86227
C -31.08229 11.46261 -4.04613
C -30.76806 12.66180 -4.95988
C -30.01361 13.79408 -4.38277
N -29.40038 14.70406 -4.01994
H -32.24159 9.56314 -4.27603
H -31.32553 10.06821 -5.78012
H -32.72731 10.85988 -5.23852
H -30.13780 11.12578 -3.61884
H -31.66262 11.70422 -3.15566
H -31.69595 13.07953 -5.35053
H -30.19039 12.34420 -5.82793
C -16.22428 11.38576 0.26095
C -17.14910 12.22880 1.12998
C -17.23783 11.91927 2.68217
C -16.13409 12.20911 3.47206
N -15.23787 12.50909 4.09387
H -16.23583 11.75452 -0.76471
H -16.31576 10.29975 0.24348
H -15.21754 11.63160 0.59879
H -18.05231 12.09639 0.53434
H -16.84857 13.26329 0.96377
H -17.33710 10.85849 2.91234
H -18.08450 12.49933 3.04929
C -20.20210 20.64616 -6.68248
C -19.66067 22.06114 -6.62202
C -18.19442 22.14111 -7.12441
C -17.32473 21.05769 -6.64205
N -16.62085 20.25374 -6.26614
H -20.44595 20.09156 -5.77636
H -19.62991 19.98955 -7.33790
H -21.11823 20.71678 -7.26885
H -19.71968 22.52482 -5.63733
H -20.25896 22.67734 -7.29318
H -17.81090 23.11725 -6.82750
H -18.19132 22.13831 -8.21441
C -22.75410 12.92595 -0.94329
C -24.05925 13.68409 -0.72683
C -24.59408 14.35227 -2.00722
C -23.88689 15.53584 -2.57406
N -23.24888 16.41071 -3.04750
H -22.25496 12.66099 -0.01122
H -22.06007 13.61407 -1.42589
H -22.92317 12.00632 -1.50347
H -23.84181 14.54396 -0.09323
H -24.83386 13.05333 -0.29070
H -25.54891 14.84550 -1.82523
H -24.93121 13.67080 -2.78828
C -26.44905 19.01453 -8.39969
C -26.47336 17.55271 -8.04126
C -25.08055 17.04578 -7.67081
C -24.18429 16.96482 -8.84191
N -23.50790 16.92723 -9.77968
H -26.05926 18.95791 -9.41604
H -25.84114 19.56222 -7.67957
H -27.47509 19.38092 -8.36660
H -26.86410 17.01712 -8.90646
H -27.24763 17.41172 -7.28712
H -25.25608 16.13389 -7.10008
H -24.56751 17.78462 -7.05518
C -26.50721 21.83891 -3.43672
C -26.78540 20.40160 -2.91240
C -28.06143 20.42096 -2.07474
C -29.09847 21.53032 -2.26618
N -29.83469 22.44136 -2.44176
H -25.50809 21.93453 -3.86182
H -26.76930 22.48742 -2.60076
H -27.11661 22.25758 -4.23762
H -26.02830 20.06307 -2.20509
H -26.84466 19.62333 -3.67324
H -27.71634 20.41131 -1.04085
H -28.61647 19.51789 -2.32868
Cl -25.81275 11.19370 -6.30719
C -25.35236 9.60550 -5.76109
C -24.19162 9.61359 -4.74647
Cl -22.89787 10.66198 -5.27115
H -25.31670 8.95622 -6.63588
H -26.17910 9.03578 -5.33680
H -23.78758 8.62016 -4.55170
H -24.57040 10.03540 -3.81549
```

Here are the Mulliken charges for atoms 1 to 5, given in e: number 1, C, carries -0.7867; number 2, C, carries -0.4995; number 3, C, carries -0.3273; number 4, C, carries 0.1350; number 5, N, carries -0.4596